167
Properties=species:S:1:pos:R:3:lowdin_charge:R:1 method="wB97M-V/def2-TZVPD" orbital_gap_ev=9.14 multiplicity=1 e_homo_ha=-0.32896
C -17.6481 10.3669 23.0080 -0.077
C -16.1937 9.9669 23.0931 -0.233
C -16.1875 8.4755 23.1565 -0.132
N -14.8865 7.6862 23.6629 -0.146
C -15.1322 6.1226 23.6095 -0.090
C -14.0866 5.3026 24.3215 -0.176
C -14.0197 5.7513 25.7683 -0.189
C -13.6751 7.2314 25.9143 -0.119
C -14.6008 8.2213 25.0890 -0.069
C -13.7077 8.0314 22.6520 0.058
H -18.2691 9.9217 22.2306 0.079
H -17.7501 11.4117 22.7143 0.065
H -18.1922 10.3612 23.9524 0.082
H -15.5342 10.3586 23.8675 0.085
H -15.7292 10.1662 22.1274 0.104
H -16.5636 7.9891 22.2565 0.111
H -16.8646 8.2969 23.9918 0.086
H -16.0838 5.8866 24.0858 0.073
H -15.0780 5.8365 22.5591 0.124
H -14.1816 4.2244 24.1927 0.127
H -13.1131 5.4722 23.8616 0.108
H -14.9454 5.4835 26.2778 0.094
H -13.2106 5.1612 26.1986 0.110
H -13.7850 7.4701 26.9722 0.108
H -12.6968 7.3702 25.4541 0.102
H -15.5158 8.3890 25.6571 0.122
H -14.0490 9.1592 25.0264 0.102
H -14.0480 8.0087 21.6167 0.093
H -12.8645 7.4005 22.9334 0.091
H -13.5579 9.1022 22.7894 0.088
N -16.1912 8.0915 18.1094 -0.211
S -17.2061 7.9042 19.2417 0.420
O -17.0000 6.7214 20.0829 -0.321
O -18.5075 8.5788 19.1754 -0.291
F -16.3811 9.0591 20.0346 -0.246
S -17.0850 6.9172 17.1668 0.613
O -18.0920 7.5030 16.2511 -0.292
O -17.2846 5.5614 17.6180 -0.302
F -15.7812 6.6425 16.2209 -0.232
C -20.0177 5.7824 23.3983 -0.916
Cl -20.3144 7.3269 22.4998 0.496
Cl -18.6830 6.1000 24.5272 0.554
H -20.8707 5.6062 24.0537 0.027
H -19.6772 5.0359 22.6807 0.007
C -19.7589 14.0783 21.0553 -0.064
C -20.9783 14.8792 21.4689 -0.240
O -20.5250 16.0865 21.9842 0.035
C -21.1614 16.6198 23.0180 -0.519
O -21.9879 15.9505 23.6971 0.066
O -20.7204 17.8966 23.1226 -0.010
C -21.4625 18.9164 23.8333 -0.025
H -20.0580 13.3714 20.2813 0.081
H -19.3341 13.4631 21.8485 0.060
H -18.9757 14.7083 20.6337 0.081
H -21.3990 14.1827 22.1943 0.122
H -21.6598 14.9764 20.6238 0.132
H -21.1124 19.9063 23.5405 0.094
H -21.2877 18.8156 24.9044 0.088
H -22.5382 18.7614 23.7502 0.095
C -16.0800 8.5100 29.8217 -0.038
C -16.9738 7.4857 29.0042 -0.217
O -16.1730 6.3164 28.8608 0.003
C -16.7278 5.2654 28.1384 -0.623
O -17.7479 5.3308 27.4749 0.071
O -15.9765 4.2395 28.1768 0.018
C -16.2662 3.0684 27.3093 0.022
H -15.5388 7.8617 30.5109 0.073
H -16.6659 9.3229 30.2506 0.077
H -15.3470 8.9174 29.1254 0.054
H -17.4246 7.8899 28.0978 0.110
H -17.8658 7.3285 29.6106 0.117
H -15.7280 2.1448 27.5227 0.093
H -16.1281 3.2778 26.2486 0.089
H -17.2897 2.7212 27.4508 0.095
C -8.0548 7.2344 25.0368 -0.079
C -9.2056 8.2111 25.0587 -0.149
O -8.8308 9.1004 23.9010 0.026
C -9.7691 9.9008 23.3849 -0.651
O -10.8569 10.0003 23.9120 0.090
O -9.3286 10.6496 22.4574 0.036
C -10.1622 11.5267 21.7528 -0.017
H -7.1520 7.7012 25.4306 0.079
H -7.6933 6.8477 24.0839 0.079
H -8.1106 6.3504 25.6721 0.069
H -9.1681 8.6708 26.0463 0.117
H -10.2056 7.8235 24.8637 0.103
H -10.6897 10.9186 21.0180 0.093
H -9.4504 12.1461 21.2070 0.106
H -10.8380 12.1646 22.3224 0.085
C -13.1959 10.3382 35.0573 -0.082
C -12.7001 9.0265 34.6046 -0.232
O -12.9041 8.7719 33.2198 0.053
C -12.1291 9.1950 32.2616 -0.643
O -10.9904 9.6733 32.3830 0.090
O -12.6877 8.7622 31.2009 0.035
C -11.8806 8.6501 29.9943 0.007
H -13.2681 10.3880 36.1438 0.088
H -14.1830 10.5465 34.6447 0.082
H -12.5770 11.1069 34.5947 0.085
H -13.2305 8.2228 35.1152 0.128
H -11.6579 9.0465 34.9231 0.127
H -12.1446 9.4835 29.3432 0.095
H -12.2210 7.7980 29.4059 0.060
H -10.8009 8.6736 30.1415 0.101
C -10.0804 8.2168 19.4574 -0.045
C -10.9942 7.6598 20.5415 -0.229
O -11.5198 6.4296 20.0942 0.031
C -12.6906 6.3416 19.4827 -0.522
O -13.4468 7.2659 19.2762 0.123
O -12.9290 4.9912 19.2370 -0.011
C -14.1498 4.4670 18.7589 -0.050
H -10.6180 8.5425 18.5669 0.086
H -9.4458 7.3992 19.1158 0.088
H -9.5432 9.0854 19.8382 0.068
H -11.7326 8.3844 20.8849 0.103
H -10.3392 7.4238 21.3801 0.124
H -14.1199 4.0732 17.7430 0.104
H -14.8808 5.2755 18.7600 0.061
H -14.6252 3.7018 19.3725 0.085
F -13.4072 11.0979 26.6259 0.012
C -13.1198 12.3655 26.1155 -0.230
C -12.9035 12.4694 24.7255 -0.021
C -12.7316 13.7289 24.1092 -0.078
C -12.6920 14.8665 24.8832 -0.107
C -12.7379 14.7459 26.2458 -0.088
C -12.9878 13.5226 26.8807 -0.008
H -12.9801 11.5896 24.1039 0.089
H -12.6826 13.7998 23.0327 0.100
H -12.4525 15.8268 24.4510 0.106
H -12.3814 15.5956 26.8090 0.108
H -13.0754 13.5188 27.9572 0.114
F -10.3548 7.1988 27.8409 0.054
C -10.3201 6.0306 28.5029 -0.316
C -11.4592 5.3641 28.7479 -0.032
C -11.3302 4.1448 29.4508 -0.038
C -10.0458 3.6005 29.7975 -0.067
C -8.8878 4.2761 29.3937 -0.080
C -9.0724 5.4926 28.7799 -0.028
H -12.4428 5.7676 28.5579 0.105
H -12.2027 3.6613 29.8647 0.099
H -9.8843 2.6537 30.2914 0.096
H -7.9204 3.9896 29.7791 0.108
H -8.2031 6.1196 28.6473 0.117
F -16.6483 10.5002 27.0056 0.042
C -17.3558 11.6039 26.6826 -0.278
C -16.7770 12.2934 25.6393 -0.022
C -17.4803 13.3611 25.0101 -0.055
C -18.6894 13.6889 25.5707 -0.101
C -19.1674 13.1657 26.7737 -0.065
C -18.4584 12.1266 27.3666 -0.012
H -15.8679 11.8953 25.2133 0.085
H -17.1372 13.8279 24.0986 0.108
H -19.3584 14.3971 25.1047 0.097
H -20.1037 13.4177 27.2494 0.108
H -18.7349 11.5698 28.2497 0.111
F -16.4668 3.7722 22.0211 0.027
C -17.5840 3.4516 21.2857 -0.262
C -18.5846 2.6633 21.7908 -0.052
C -19.5946 2.1691 20.9646 -0.103
C -19.6541 2.5926 19.6815 -0.087
C -18.6027 3.3606 19.1436 -0.040
C -17.5851 3.8147 19.9544 -0.029
H -18.6639 2.4961 22.8549 0.111
H -20.4302 1.6840 21.4472 0.105
H -20.5571 2.4103 19.1177 0.104
H -18.5622 3.6097 18.0935 0.099
H -16.7029 4.3153 19.5835 0.070

---

18
Properties=species:S:1:pos:R:3:lowdin_charge:R:1 method="wB97M-V/def2-TZVPD" orbital_gap_ev="10.29 / 7.11" multiplicity=2 de_lowest_kcal_mol=44.4 e_homo_ha="-0.34352 / -0.33974"
C -1.5956 -1.9015 0.0971 -0.090
C -0.5452 -0.8226 0.2105 -0.153
C -0.7531 0.4829 0.1249 -0.164
C -1.9508 1.2662 -0.2756 -0.091
O 1.4150 1.8370 -0.1197 -0.094
N 3.2567 -0.5457 0.3413 0.024
H -1.3478 -2.7873 0.6739 0.068
H -1.7876 -2.0367 -0.9638 0.079
H -2.5154 -1.5573 0.5871 0.070
H 0.4825 -1.1280 0.3932 0.086
H 0.2353 1.0974 0.0978 0.032
H -2.8857 0.7059 -0.1610 0.071
H -1.9895 1.5345 -1.3380 0.081
H -2.0109 2.1974 0.2842 0.073
H 1.5190 2.5232 -0.8054 0.039
H 2.7800 0.3536 0.2450 -0.028
H 3.8910 -0.5535 1.1106 -0.007
H 3.8021 -0.6656 -0.5022 0.004

---

24
Properties=species:S:1:pos:R:3:lowdin_charge:R:1 method="wB97M-V/def2-TZVPD" total_charge=+3 orbital_gap_ev="5.72 / 1.99" multiplicity=6 de_lowest_kcal_mol=2.1 e_homo_ha="-0.68642 / -0.78087"
O 3.1954 2.4986 5.4430 0.406
C 2.5951 1.8499 4.7175 0.558
Ir 0.0670 0.3693 0.6297 1.246
O 2.4103 0.6253 -1.3282 0.167
C 1.4988 0.5438 -0.6108 -0.294
C -0.4692 -1.4221 0.9735 -0.279
O -0.8176 -2.5047 1.2138 0.207
C -1.5745 -0.5069 -2.4075 0.020
O -2.3578 -1.1513 -2.9299 0.097
C -1.3223 1.6463 0.8884 -0.241
O -2.1699 2.4155 1.0938 0.231
H 0.8441 0.6628 1.8209 -0.081
C 2.5309 -3.1563 -0.0467 0.039
N 3.0343 -2.6222 -1.2966 -0.033
C 4.4657 -2.3802 -1.4089 0.063
C 2.1671 -2.1713 -2.2376 -0.204
O 0.9436 -2.1242 -2.0829 0.124
H 3.2319 -3.9218 0.3012 0.135
H 1.5328 -3.5802 -0.1970 0.117
H 2.4881 -2.3699 0.7249 0.123
H 4.7404 -2.3897 -2.4689 0.135
H 4.7442 -1.4068 -0.9771 0.143
H 4.9984 -3.1692 -0.8697 0.134
H 2.6726 -1.8402 -3.1733 0.187

---

53
Properties=species:S:1:pos:R:3:lowdin_charge:R:1 method="wB97M-V/def2-TZVPD" total_charge=+2 orbital_gap_ev="5.13 / 4.39" multiplicity=1 e_homo_ha="-0.52386 / -0.52862"
P -1.4233 2.3570 1.4317 0.920
P 1.9381 -0.6336 1.7682 1.052
C 0.4029 1.7758 1.1507 -0.335
C 0.8437 0.4136 0.5589 -0.447
H 0.8721 1.8642 2.1511 0.066
H 0.7454 2.6166 0.5130 0.088
H 0.0536 -0.0794 -0.0498 -0.032
H 1.5246 0.6506 -0.2501 0.027
C 3.5471 0.1023 1.3259 -0.190
H 3.8481 0.7338 2.1741 0.068
H 3.4438 0.7566 0.4528 0.065
H 4.3289 -0.6421 1.1239 0.079
C 2.1781 -2.3507 1.0855 -0.242
H 2.4755 -2.3346 0.0351 0.035
H 1.3242 -3.0328 1.1803 0.021
H 2.9712 -2.8648 1.6456 0.082
C -1.7853 3.6383 0.1977 -0.279
H -2.6614 4.1836 0.5647 0.063
H -2.0464 3.1690 -0.7545 0.034
H -0.9608 4.3394 0.0756 0.053
C -2.5924 1.1427 0.7172 -0.357
H -2.1020 0.6048 -0.0862 -0.065
H -3.4914 1.6654 0.3338 0.100
H -2.9937 0.3201 1.3493 -0.007
Pb -1.0448 -1.5537 1.5267 1.415
C 0.6457 -1.9325 -1.8051 -0.140
C 1.6161 -0.9936 -1.8591 -0.151
C 1.5515 0.3761 -2.5295 -0.158
C 0.0969 0.8275 -2.8968 -0.154
C -0.9882 0.5636 -1.8905 -0.125
C -1.7930 -0.5491 -1.8498 -0.148
C -1.6915 -1.7036 -2.7829 -0.175
C -0.2258 -2.1665 -3.0159 -0.154
C -2.0626 0.4014 3.2232 -0.143
H 0.6823 -2.6827 -1.0196 0.073
H 2.6768 -1.1954 -1.5860 0.123
H 2.1331 0.3842 -3.4813 0.140
H 1.9849 1.1765 -1.8834 0.109
H 0.0549 1.9293 -3.1033 0.137
H -0.1647 0.3992 -3.8914 0.123
H -1.1899 1.4290 -1.2214 0.066
H -2.8278 -0.5425 -1.4579 0.124
H -2.1239 -1.5148 -3.7758 0.137
H -2.2625 -2.5338 -2.3500 0.115
H -0.1629 -3.2529 -3.2460 0.137
H 0.2117 -1.6302 -3.9101 0.129
H -2.1180 -0.3031 4.0671 0.018
H -3.0390 0.9346 3.2668 0.051
H -1.2866 1.1968 3.3609 -0.006
C 0.1107 -1.4023 3.6136 -0.363
H -0.6513 -1.6553 4.4065 0.036
H 0.4151 -0.3236 3.6830 -0.023
H 1.0120 -2.0785 3.7136 0.010